The following is a quantum chemistry calculation of a molecular structure, C14H22BrN3O3Rh, from the OMol25 dataset.

As for the largest force on an atom: 0.08 eV Å⁻¹. Its net charge is +3. Its multiplicity is 5. For the LUMO energy (alpha / beta), the calculation gives -10.09 / -13.83 eV. The value obtained for the highest occupied orbital energy (alpha / beta) is -18.597 / -18.480 eV. As for the energy relative to the best compared isomer or geometry (same formula, charge and spin): 0.0 kcal per mole. The value obtained for the total energy is -3620.1350 Ha. The calculation puts the HOMO-LUMO gap (alpha / beta) at 8.51 / 4.65 eV.

CARTESIAN COORDINATES (ANGSTROEM)
Rh1 0.043 -0.581 -0.742
C1 -2.035 2.342 2.498
N1 -1.650 2.786 1.151
C2 -1.979 4.185 0.839
C3 -1.124 1.965 0.287
O1 -0.893 0.743 0.572
C4 -0.798 2.471 -1.113
O2 -0.221 1.392 -1.843
C5 -0.481 1.335 -3.243
C6 -0.488 -0.133 -3.649
O3 -0.361 -1.021 -2.741
N2 -0.650 -0.451 -4.902
C7 -0.713 -1.853 -5.338
C8 -0.861 0.537 -5.970
H1 -3.068 2.637 2.674
H2 -1.394 2.832 3.230
H3 -1.940 1.266 2.579
H4 -3.022 4.260 0.530
H5 -1.330 4.589 0.068
H6 -1.836 4.774 1.741
H7 -0.088 3.299 -1.064
H8 -1.712 2.819 -1.600
H9 0.290 1.889 -3.781
H10 -1.456 1.777 -3.470
H11 -0.737 -2.511 -4.478
H12 0.159 -2.071 -5.953
H13 -1.613 -1.990 -5.934
H14 -0.466 1.512 -5.704
H15 -1.925 0.615 -6.193
H16 -0.339 0.192 -6.859
C9 -0.493 -5.607 2.132
C10 0.418 -4.585 1.611
C11 1.820 -4.667 1.778
C12 2.608 -3.674 1.275
C13 1.991 -2.587 0.599
Br1 3.009 -1.221 -0.083
N3 0.654 -2.477 0.413
C14 -0.103 -3.437 0.899
H17 -0.182 -6.601 1.782
H18 -1.536 -5.432 1.881
H19 -0.386 -5.668 3.226
H20 2.256 -5.511 2.299
H21 3.686 -3.688 1.375
H22 -1.174 -3.355 0.749

---

The following is a quantum chemistry calculation of 2 unconnected molecules or ions with the total composition C4H7IN2 in a non-equilibrium geometry, from the OMol25 dataset.

As for the largest force on an atom: 5.08 eV Å⁻¹. Its net charge is 0. Its multiplicity is 3. For the LUMO energy (alpha / beta), the calculation gives 0.49 / -2.01 eV. The value obtained for the highest occupied orbital energy (alpha / beta) is -5.590 / -8.461 eV. As for the energy relative to the best compared isomer or geometry (same formula, charge and spin): 51.1 kcal per mole. The value obtained for the total energy is -563.5905 Ha. The calculation puts the HOMO-LUMO gap (alpha / beta) at 6.08 / 6.45 eV.

CARTESIAN COORDINATES (ANGSTROEM)
C1 0.524 -0.066 0.965
C2 -0.035 1.974 -0.304
C3 0.180 -1.398 -1.252
C4 -0.297 -0.796 0.148
N1 0.208 0.318 2.261
N2 -0.351 1.960 -1.415
I1 -1.771 0.532 2.855
H1 1.637 -0.069 0.867
H2 0.365 -2.527 -1.077
H3 -0.427 -1.030 -2.114
H4 1.176 -1.033 -1.539
H5 -1.366 -0.582 0.256
H6 0.728 1.122 2.767
H7 -0.572 1.594 -2.420

---

The following is a quantum chemistry calculation of C2H5OPS in the gas phase in a non-equilibrium geometry, from the OMol25 dataset.

As for the largest force on an atom: 3.89 eV Å⁻¹. Its net charge is 0. For the LUMO energy, the calculation gives -0.94 eV. The value obtained for the highest occupied orbital energy is -9.328 eV. As for the energy relative to the best compared isomer or geometry (same formula, charge and spin): 80.2 kcal per mole. The value obtained for the total energy is -893.8450 Ha. The calculation puts the HOMO-LUMO gap at 8.39 eV.

CARTESIAN COORDINATES (ANGSTROEM)
C1 0.359 -1.453 -0.214
C2 0.790 1.273 -0.921
O1 -2.001 -1.059 0.111
P1 -0.777 -0.956 0.965
S1 0.999 -0.530 -1.363
H1 -0.011 1.804 -1.629
H2 1.807 1.760 -1.070
H3 0.455 1.180 0.201
H4 -0.602 -1.985 1.926
H5 -1.020 -0.034 1.993

---

The following is a quantum chemistry calculation of C3H3NOS2 in the gas phase in a non-equilibrium geometry, from the OMol25 dataset.

As for the largest force on an atom: 2.88 eV Å⁻¹. Its net charge is 0. For the LUMO energy, the calculation gives -0.28 eV. The value obtained for the highest occupied orbital energy is -8.688 eV. As for the energy relative to the best compared isomer or geometry (same formula, charge and spin): 69.9 kcal per mole. Its SMILES is S=c1ccn(S)o1. The value obtained for the total energy is -1042.3872 Ha. The calculation puts the HOMO-LUMO gap at 8.41 eV.

CARTESIAN COORDINATES (ANGSTROEM)
C1 -0.707 -0.285 1.371
C2 -0.455 -1.400 0.630
C3 -0.002 -0.980 -0.673
H1 1.441 2.014 1.649
H2 -1.049 -0.215 2.387
H3 -0.505 -2.377 1.034
N1 -0.517 0.877 0.656
O1 0.002 0.358 -0.606
S1 0.166 2.250 1.205
S2 0.503 -1.777 -2.004

---

The following is a quantum chemistry calculation of 2 unconnected molecules or ions with the total composition C24H20N3O2 in a non-equilibrium geometry, from the OMol25 dataset.

As for the largest force on an atom: 2.60 eV Å⁻¹. Its net charge is -1. For the LUMO energy, the calculation gives 2.18 eV. The value obtained for the highest occupied orbital energy is -3.224 eV. As for the energy relative to the best compared isomer or geometry (same formula, charge and spin): 0.0 kcal per mole. The value obtained for the total energy is -1241.1952 Ha. The calculation puts the HOMO-LUMO gap at 5.40 eV.

CARTESIAN COORDINATES (ANGSTROEM)
C1 3.512 -3.724 -0.227
C2 3.618 -2.333 -0.344
C3 2.905 -1.504 0.519
C4 2.157 -2.051 1.579
C5 1.365 -1.226 2.508
N1 0.278 -1.812 2.953
C6 -0.887 -1.614 3.459
C7 -1.896 -2.606 3.361
N2 -2.836 -3.303 3.274
C8 1.760 0.125 2.904
C9 3.019 0.671 2.549
C10 3.249 2.041 2.639
C11 2.282 2.873 3.219
C12 1.127 2.313 3.770
C13 0.889 0.947 3.648
C14 2.005 -3.452 1.649
C15 2.684 -4.284 0.757
H1 4.060 -4.373 -0.913
H2 4.250 -1.885 -1.111
H3 2.902 -0.427 0.365
H4 -1.258 -0.644 3.825
H5 3.805 0.001 2.194
H6 4.181 2.451 2.248
H7 2.448 3.949 3.273
H8 0.395 2.928 4.291
H9 0.001 0.524 4.098
H10 1.319 -3.867 2.393
H11 2.564 -5.366 0.836
C16 -2.861 -7.273 5.201
C17 -1.982 -6.100 5.491
C18 -2.533 -4.979 6.125
C19 -1.793 -3.823 6.268
C20 -0.461 -3.755 5.782
C21 0.235 -2.488 5.754
C22 1.595 -2.357 5.645
N3 2.164 -1.084 5.754
O1 3.396 -0.890 5.556
O2 1.369 -0.145 6.060
C23 0.130 -4.933 5.264
C24 -0.638 -6.082 5.108
H12 -2.287 -8.097 4.776
H13 -3.347 -7.623 6.116
H14 -3.662 -7.021 4.494
H15 -3.576 -5.011 6.441
H16 -2.236 -2.925 6.708
H17 -0.343 -1.595 6.001
H18 2.280 -3.180 5.429
H19 1.168 -4.909 4.923
H20 -0.209 -6.963 4.628

---

The following is a quantum chemistry calculation of a molecular structure, C2H6S2 in a non-equilibrium geometry, from the OMol25 dataset.

As for the largest force on an atom: 3.43 eV Å⁻¹. Its net charge is 0. For the LUMO energy (alpha / beta), the calculation gives -1.71 / -1.71 eV. The value obtained for the highest occupied orbital energy (alpha / beta) is -8.839 / -8.838 eV. As for the energy relative to the best compared isomer or geometry (same formula, charge and spin): 54.3 kcal per mole. The value obtained for the total energy is -876.0840 Ha. The calculation puts the HOMO-LUMO gap (alpha / beta) at 7.13 / 7.13 eV.

CARTESIAN COORDINATES (ANGSTROEM)
C1 -1.031 -0.129 1.935
C2 1.089 0.000 -2.012
S1 0.457 0.430 1.212
S2 -0.255 1.074 -1.363
H1 -1.800 -0.717 1.392
H2 -1.561 0.623 2.636
H3 -0.724 -0.952 2.595
H4 1.138 -0.855 -1.304
H5 1.900 0.700 -2.007
H6 0.786 -0.173 -3.084